1.
A molecular structure, C70H54ClN10O3PTa. Source: OMol25; level of theory: the ωB97M-V functional and the def2-TZVPD basis.

Element x y z (Å)
Ta 0.5588 -0.1461 -0.7950
C 0.4360 -0.2557 5.2748
N 0.9300 0.1023 3.9468
C 0.2606 -0.1192 2.7487
N 0.8865 0.4132 1.7488
C 2.0648 0.9511 2.2586
C 2.0553 0.7751 3.6658
C 2.9664 1.2953 4.6836
C 3.5494 0.4469 5.6260
C 4.4274 0.9675 6.5628
C 4.7060 2.3278 6.5729
C 4.1165 3.1745 5.6422
C 3.2541 2.6622 4.6884
C 3.1468 1.3315 1.4575
C 2.9436 1.5604 -0.0225
C 4.1690 2.0207 -0.7733
C 5.3944 2.0016 -0.2383
C 5.5336 1.6222 1.1350
C 4.4716 1.3391 1.9453
P -1.2497 -1.1255 2.5778
C -0.6427 -2.3193 1.3534
N -0.0213 -2.1460 0.1714
C 0.2871 -3.4253 -0.2875
C -0.1915 -4.3443 0.6168
N -0.7676 -3.6363 1.6330
C -1.4228 -4.2428 2.7911
C -0.1217 -5.8138 0.5874
C -0.6858 -6.5132 -0.4759
C -0.5994 -7.8953 -0.5190
C 0.0508 -8.5831 0.4953
C 0.6191 -7.8896 1.5555
C 0.5341 -6.5075 1.6024
C 1.0670 -3.8955 -1.4598
C 2.2537 -4.5745 -1.1931
C 2.9540 -5.1982 -2.2162
C 2.4705 -5.1486 -3.5146
C 1.2867 -4.4755 -3.7869
C 0.5833 -3.8600 -2.7649
C -2.1626 0.0228 1.5441
N -1.7716 0.6272 0.4234
C -2.8683 1.3833 0.0349
C -3.9006 1.2050 0.9263
N -3.4369 0.3505 1.8808
C -4.1674 -0.0603 3.0766
C -5.2535 1.7790 0.8992
C -6.3758 0.9513 0.9122
C -7.6452 1.5009 0.8356
C -7.8004 2.8771 0.7406
C -6.6872 3.7046 0.7239
C -5.4146 3.1594 0.8024
C -3.0057 2.1661 -1.2021
C -2.1640 3.1461 -1.5108
C -2.0340 3.6646 -2.8973
C -3.2895 3.6045 -3.7962
C -4.3335 2.5372 -3.4087
C -3.9911 1.6530 -2.1963
H -0.6493 -0.2110 5.2694
H 0.8290 0.4588 5.9934
H 0.7608 -1.2598 5.5411
H 3.3427 -0.6157 5.6107
H 4.8931 0.3133 7.2864
H 5.3834 2.7310 7.3129
H 4.3282 4.2346 5.6651
H 2.7897 3.3157 3.9593
H 1.9898 2.7747 -1.3567
H 4.0158 2.2177 -1.8289
H 6.2721 2.2227 -0.8272
H 6.5317 1.5454 1.5486
H 4.6555 1.0527 2.9678
H -1.7946 -5.2189 2.4914
H -2.2525 -3.6204 3.1119
H -0.7143 -4.3661 3.6079
H -1.1826 -5.9751 -1.2730
H -1.0389 -8.4372 -1.3450
H 0.1173 -9.6616 0.4594
H 1.1332 -8.4256 2.3412
H 1.0004 -5.9689 2.4191
H 2.6227 -4.6263 -0.1765
H 3.8688 -5.7309 -1.9949
H 3.0101 -5.6381 -4.3139
H 0.9036 -4.4451 -4.7982
H -0.3403 -3.3496 -2.9910
H -5.0135 0.6098 3.1985
H -3.5250 0.0176 3.9501
H -4.5312 -1.0813 2.9743
H -6.2579 -0.1249 0.9642
H -8.5134 0.8568 0.8463
H -8.7918 3.3047 0.6804
H -6.8105 4.7767 0.6565
H -4.5440 3.8021 0.7937
H -1.4385 3.4214 -0.7619
H -1.5344 4.6310 -2.9340
H -3.6777 4.5570 -4.1415
H -5.3753 2.8260 -3.5066
H -4.8700 1.2297 -1.7119
Cl 6.0722 0.0017 -5.3703
C 4.6452 -0.3533 -4.4663
C 4.5552 -1.5543 -3.7589
C 3.4260 -1.8628 -3.0233
C 2.3822 -0.9471 -2.9664
O 1.2907 -1.2135 -2.2351
C 2.4614 0.2561 -3.6901
C 1.2852 1.0812 -3.7321
N 0.3733 1.0146 -2.8193
C -0.9547 1.3402 -3.2014
C -1.3210 2.6163 -3.8675
C -2.5982 2.5835 -4.7397
C -3.6526 1.5216 -4.3629
C -3.3040 0.5815 -3.1740
C -4.0237 -0.7124 -3.1659
C -3.5110 -1.7768 -2.5416
C -2.2341 -1.6511 -1.8779
N -1.4304 -0.6507 -2.0187
C -1.8576 0.4074 -2.8680
C 3.5932 0.5391 -4.4641
H 5.3828 -2.2495 -3.7978
H 3.3502 -2.7911 -2.4790
H 1.0963 1.6548 -4.6402
H -0.4752 3.0694 -4.3817
H -2.4538 2.7547 -5.8018
H -4.1697 1.0451 -5.1912
H -4.9996 -0.7582 -3.6356
H -4.0360 -2.7188 -2.4756
H -1.9220 -2.4495 -1.2168
H 3.6424 1.4421 -5.0588
O 2.2611 -0.7643 0.0513
N 2.5768 0.3574 -0.7373
N 1.8131 2.5666 -0.3645
O 0.5742 1.9536 -0.3232
C 1.8373 3.8653 0.3625
C 0.7564 4.7141 0.2146
C 0.7794 5.9511 0.8395
C 1.8795 6.3383 1.5900
C 2.9686 5.4893 1.7018
C 2.9568 4.2453 1.0831
H -0.0883 4.4299 -0.3869
H -0.0634 6.6189 0.7275
H 1.8937 7.3057 2.0721
H 3.8436 5.7945 2.2593
H 3.8335 3.6225 1.1602

Computed properties:
HOMO energy: -14.24 eV
Total energy: -4330.8792 a.u.
Lowest unoccupied orbital energy: -0.343 hartree
Net charge: +3

2.
9 unconnected molecules or ions with the total composition C70H56BCl3IN3O36S2. Source: OMol25; level of theory: the ωB97M-V functional and the def2-TZVPD basis.

Element x y z (Å)
C 0.2026 6.5578 -1.4753
O 0.8787 5.6047 -2.3003
B 0.0793 4.8440 -3.1351
O 0.6165 3.6517 -3.5570
C -1.3615 5.2319 -3.6934
C -1.5367 6.4344 -4.3871
C -0.3829 7.3700 -4.6502
Cl 0.9598 6.7828 -5.6257
C -0.3679 8.6120 -4.1656
C 0.7327 9.6209 -4.4226
Cl -1.6677 9.2278 -3.1416
C -2.7604 6.8356 -4.8939
C -3.8452 6.0000 -4.6886
C -5.2096 6.4273 -5.2278
C -5.3016 6.0917 -6.7223
O -4.3931 6.2228 -7.4871
Cl -6.9073 5.4235 -7.2943
C -3.6778 4.8138 -4.0085
C -2.4552 4.3706 -3.5074
N -2.2723 3.1177 -2.8322
C -2.8130 3.1824 -1.4196
C -1.7404 3.4551 -0.3394
O -2.3833 3.4970 0.9282
C -0.6022 2.4380 -0.3163
N 0.3500 2.6739 0.8117
C -2.9856 2.0342 -3.4818
C -2.3843 0.7844 -3.6741
I -0.3896 0.3208 -3.1355
C -3.0923 -0.2508 -4.2561
C -4.3958 -0.1231 -4.6887
S -5.2777 -1.4938 -5.4243
C -5.0130 1.1229 -4.5433
C -6.4390 1.3508 -5.0453
N -6.3365 1.7298 -6.4773
C -4.3051 2.1404 -3.9399
S -5.0907 3.7449 -3.7258
H 0.9855 7.1560 -0.9827
H -0.3937 6.1092 -0.6707
H -0.4258 7.2633 -2.0229
H 1.5250 3.6078 -3.2227
H 0.2968 10.5961 -4.6851
H 1.3936 9.2863 -5.2262
H 1.3265 9.7837 -3.5117
H -2.8964 7.7782 -5.4183
H -5.3482 7.4984 -5.0288
H -5.9913 5.8992 -4.6847
H -3.2593 2.2030 -1.1809
H -3.5996 3.9461 -1.3433
H -1.3000 4.4386 -0.5569
H -2.4525 2.5779 1.2172
H -0.9551 1.3944 -0.3033
H -0.0285 2.5471 -1.2488
H 0.6395 1.7306 1.0860
H 1.1930 3.0460 0.3779
H -2.6239 -1.2230 -4.4009
H -5.9849 -2.0809 -4.4279
H -6.9430 2.1472 -4.4809
H -7.0219 0.4263 -5.0180
H -6.5902 2.7018 -6.6067
H -6.9445 1.1524 -7.0440
C 1.3230 0.0166 4.5797
C 1.9900 -0.6554 5.5285
C 2.9514 -1.7561 5.1828
O 3.5400 -2.3204 6.0835
C 3.1266 -2.0994 3.7771
C 2.4583 -1.4275 2.8383
C 1.5201 -0.3136 3.1804
O 0.9534 0.2755 2.2703
O 2.5879 -1.7100 1.5341
O 1.8398 -0.3877 6.8237
H 0.6294 0.8130 4.8124
H 3.8077 -2.9045 3.5377
H 1.9950 -1.0801 1.0747
H 2.4311 -1.0088 7.2960
C 1.2384 -2.2339 -8.2929
C 0.5317 -2.5353 -7.1974
C -0.8712 -2.0421 -7.0065
O -1.4718 -2.3637 -5.9979
C -1.4493 -1.1937 -8.0379
C -0.7415 -0.8886 -9.1330
C 0.6523 -1.4041 -9.3376
O 1.2413 -1.1095 -10.3605
O -1.2314 -0.1138 -10.1006
O 1.0299 -3.2890 -6.2155
H 2.2496 -2.5851 -8.4432
H -2.4555 -0.8301 -7.8795
H -0.5259 -0.0512 -10.7724
H 0.3207 -3.3549 -5.5476
C 5.3685 -2.1520 -2.4675
C 4.7474 -2.3126 -1.2908
C 5.0281 -3.5103 -0.4186
O 4.4647 -3.6177 0.6509
C 5.9777 -4.5056 -0.9078
C 6.5895 -4.3385 -2.0851
C 6.3320 -3.1366 -2.9388
O 6.9315 -3.0280 -3.9925
O 7.4615 -5.2277 -2.5653
O 3.8593 -1.4089 -0.8570
H 5.1810 -1.2986 -3.1039
H 6.1582 -5.3684 -0.2822
H 7.7571 -4.8702 -3.4244
H 3.5090 -1.6932 0.0167
C 8.5870 -2.7324 9.9765
C 8.0491 -3.8745 9.5312
C 6.7715 -3.8882 8.7452
O 6.3388 -4.9547 8.3502
C 6.1054 -2.6170 8.4964
C 6.6411 -1.4760 8.9445
C 7.9316 -1.4590 9.7067
O 8.3811 -0.3893 10.0739
O 6.0605 -0.2904 8.7394
O 8.6148 -5.0612 9.7578
H 9.5080 -2.7094 10.5418
H 5.1764 -2.6405 7.9437
H 6.6472 0.3669 9.1598
H 8.0314 -5.7178 9.3315
C 1.7327 -5.3922 8.3102
C 1.1752 -6.5079 7.8201
C -0.1212 -6.4684 7.0639
O -0.5748 -7.5113 6.6255
C -0.7818 -5.1855 6.8923
C -0.2250 -4.0719 7.3852
C 1.0832 -4.1057 8.1194
O 1.5475 -3.0571 8.5276
O -0.7965 -2.8753 7.2519
O 1.7396 -7.7048 7.9743
H 2.6669 -5.4044 8.8542
H -1.7226 -5.1752 6.3600
H -0.1958 -2.2414 7.6910
H 1.1532 -8.3480 7.5287
C 4.2330 4.4348 3.2525
C 3.8965 3.1650 2.9941
C 4.8406 2.0303 3.2572
O 4.4687 0.8927 3.0198
C 6.1606 2.3413 3.7816
C 6.5006 3.6116 4.0374
C 5.5463 4.7458 3.7998
O 5.9048 5.8766 4.0683
O 7.6991 3.9409 4.5160
O 2.7097 2.8301 2.4923
H 3.5594 5.2600 3.0691
H 6.8382 1.5161 3.9510
H 7.6877 4.9127 4.6127
H 2.7275 1.8591 2.4038
C -10.0611 5.2254 -2.7891
C -11.0553 4.3812 -2.4919
C -11.4319 3.2604 -3.4102
O -12.3328 2.5118 -3.0802
C -10.7011 3.1235 -4.6612
C -9.7039 3.9671 -4.9681
C -9.3126 5.0755 -4.0300
O -8.3973 5.8131 -4.3300
O -9.0346 3.8394 -6.1217
O -11.7642 4.4869 -1.3682
H -9.7793 6.0375 -2.1336
H -10.9962 2.3201 -5.3214
H -8.3158 4.5300 -6.1997
H -12.4146 3.7590 -1.3964
C -1.0502 -10.7236 3.0572
C -0.4774 -10.1003 4.0980
C 0.6921 -10.7004 4.8262
O 1.1873 -10.0841 5.7544
C 1.1792 -12.0003 4.3897
C 0.6035 -12.6216 3.3526
C -0.5475 -12.0114 2.6074
O -1.0164 -12.6176 1.6612
O 1.0172 -13.8132 2.9222
O -0.9027 -8.9253 4.5461
H -1.8903 -10.3022 2.5237
H 2.0098 -12.4300 4.9319
H 0.4395 -14.0357 2.1667
H -0.3106 -8.7020 5.3034

Computed properties:
SMILES string: COB(O)c1c(/C(Cl)=C(/C)Cl)cc(CC(=O)Cl)c2c1N(C[C@@H](O)CN)c1c(I)cc(S)c(CN)c1S2.O=C1C=C(O)C(=O)C=C1O.O=C1C=C(O)C(=O)C=C1O.O=C1C=C(O)C(=O)C=C1O.O=C1C=C(O)C(=O)C=C1O.O=C1C=C(O)C(=O)C=C1O.O=C1C=C(O)C(=O)C=C1O.O=C1C=C(O)C(=O)C=C1O.O=C1C=C(O)C(=O)C=C1O
HOMO energy: -8.44 eV
Total energy: -8073.5191 a.u.
Lowest unoccupied orbital energy: -0.073 hartree
Net charge: 0

3.
7 unconnected molecules or ions with the total composition C70H63ClN4O17. Source: OMol25; level of theory: the ωB97M-V functional and the def2-TZVPD basis.

Element x y z (Å)
C 0.5627 -0.8025 2.7738
C 1.0902 0.6295 2.6013
Cl 0.4477 1.7275 3.8749
C 0.7459 1.1347 1.1601
C 1.8111 0.5448 0.2296
C 3.0958 1.0920 0.2946
C 3.3693 2.2551 1.2226
C 4.5822 2.1014 2.1440
O 4.9964 1.0054 2.4790
N 5.1751 3.3154 2.5252
C 4.2828 4.1182 3.3870
C 6.4963 3.1206 3.1170
C 4.0491 0.5042 -0.5222
C 3.7316 -0.5571 -1.3673
C 2.4425 -1.0615 -1.4408
C 2.1499 -2.1808 -2.3824
C 1.9983 -1.9644 -3.7571
C 1.7517 -3.0937 -4.4834
C 1.6303 -4.3743 -3.9423
N 1.7895 -4.5721 -2.6451
C 2.0161 -3.4743 -1.9348
C 1.4769 -0.4899 -0.6227
C 0.0781 -1.0892 -0.7168
C -0.8858 -0.2175 -1.5961
C -2.1349 0.2326 -0.8400
N -3.1526 0.7860 -1.7750
C -3.9148 1.8510 -1.0898
C -4.7873 1.3274 0.0259
C -5.9773 0.6916 -0.2905
C -6.8292 0.2249 0.6682
C -6.5362 0.3639 2.0147
C -5.3540 0.9833 2.3377
C -4.5004 1.4573 1.3662
O -3.3358 2.0931 1.7673
C 4.8628 -1.1428 -2.1909
O 4.7451 -1.5420 -3.3328
C 6.1957 -1.1533 -1.4862
O 7.0054 -2.2303 -1.7204
C 6.5226 -0.1495 -0.6790
C 7.8444 -0.1746 0.0626
C 8.7642 1.0645 -0.1528
N 8.9797 1.8622 1.0739
C 5.5090 0.9707 -0.5177
O 5.8217 2.1414 -0.4358
H -0.5292 -0.7740 2.6751
H 0.9483 -1.3933 1.9361
H 0.9019 -1.2786 3.6968
H 2.1770 0.5741 2.7174
H 0.7537 2.2252 1.1173
H -0.2238 0.7051 0.9216
H 2.5176 2.5159 1.8555
H 3.5648 3.1327 0.5903
H 4.8406 4.7976 4.0304
H 3.6556 4.7480 2.7376
H 3.5898 3.4670 3.9379
H 7.0663 4.0518 3.0022
H 6.4431 2.9112 4.1964
H 7.0513 2.3611 2.5806
H 2.0926 -0.9813 -4.2029
H 1.6461 -2.9958 -5.5648
H 1.4189 -5.2182 -4.5934
H 2.1126 -3.6172 -0.8533
H 0.1198 -2.1101 -1.0984
H -0.3900 -1.1786 0.2697
H -0.3082 0.6717 -1.8919
H -1.1413 -0.7842 -2.4991
H -2.5629 -0.6505 -0.3451
H -1.9243 1.0297 -0.1131
H -2.5881 1.3012 -2.4511
H -4.5954 2.2863 -1.8457
H -3.2788 2.6782 -0.7377
H -6.2498 0.5880 -1.3397
H -7.7712 -0.2485 0.3997
H -7.2241 0.0095 2.7741
H -5.1389 1.1139 3.3964
H -2.7780 1.4950 2.2754
H 7.3090 -2.2295 -2.6372
H 7.5986 -0.2549 1.1346
H 8.4016 -1.0811 -0.1757
H 8.3696 1.6655 -0.9762
H 9.7528 0.6687 -0.4243
H 8.6814 1.3337 1.8871
H 9.9827 1.9479 1.2011
C -1.7555 -5.8116 -5.4623
C -2.2654 -6.6272 -6.3816
C -2.9590 -6.0964 -7.5825
O -3.4245 -6.8401 -8.4189
C -3.0605 -4.6227 -7.7180
C -2.5512 -3.8069 -6.7978
C -1.8580 -4.3379 -5.6002
O -1.3898 -3.5930 -4.7657
H -1.2461 -6.1785 -4.5794
H -2.2005 -7.7048 -6.3003
H -3.5692 -4.2549 -8.6002
H -2.6156 -2.7285 -6.8768
C 2.5072 -0.8247 9.4741
C 2.0891 -1.7569 8.6222
C 1.4396 -1.3896 7.3396
O 1.0566 -2.2376 6.5621
C 1.2758 0.0543 7.0438
C 1.6944 0.9859 7.8960
C 2.3432 0.6192 9.1769
O 2.7273 1.4687 9.9547
H 2.9828 -1.0714 10.4150
H 2.2007 -2.8153 8.8205
H 0.8007 0.3007 6.1030
H 1.5831 2.0446 7.6972
C 1.1985 -0.0469 -7.9997
C 0.1260 -0.4565 -7.3273
C -1.2412 -0.0685 -7.7510
O -2.2152 -0.4436 -7.1327
C -1.3705 0.7912 -8.9518
C -0.2985 1.2013 -9.6248
C 1.0711 0.8139 -9.2023
O 2.0471 1.1854 -9.8159
H 2.2052 -0.3182 -7.7068
H 0.1962 -1.0858 -6.4472
H -2.3773 1.0620 -9.2439
H -0.3713 1.8296 -10.5032
C 4.7695 4.4212 14.4373
C 3.8058 5.2761 14.1061
C 2.8941 5.0038 12.9669
O 2.0169 5.7848 12.6643
C 3.0973 3.7426 12.2137
C 4.0612 2.8875 12.5451
C 4.9723 3.1590 13.6830
O 5.8505 2.3799 13.9880
H 5.4451 4.6015 15.2639
H 3.6415 6.2011 14.6441
H 2.4237 3.5596 11.3868
H 4.2229 1.9639 12.0053
C -5.8056 1.2166 -4.5555
C -6.0877 0.4271 -5.5875
C -7.1102 0.8091 -6.5914
O -7.3731 0.0889 -7.5312
C -7.8040 2.1092 -6.4020
C -7.5221 2.8990 -5.3688
C -6.5006 2.5127 -4.3649
O -6.2398 3.2260 -3.4186
H -5.0621 0.9508 -3.8110
H -5.5913 -0.5228 -5.7396
H -8.5461 2.3712 -7.1456
H -8.0185 3.8484 -5.2118
C -7.1601 -3.2933 -1.4901
C -8.2405 -3.7080 -0.8336
C -9.6006 -3.5276 -1.3980
O -10.5855 -3.9029 -0.7998
C -9.7097 -2.8683 -2.7234
C -8.6294 -2.4537 -3.3798
C -7.2696 -2.6349 -2.8146
O -6.2845 -2.2582 -3.4120
H -6.1595 -3.4142 -1.0949
H -8.1808 -4.1908 0.1335
H -10.7102 -2.7464 -3.1186
H -8.6887 -1.9702 -4.3471

Computed properties:
SMILES string: C[C@H](Cl)Cc1c(CC(=O)N(C)C)c2c(c(-c3cccnc3)c1CCCNCc1ccccc1O)C(=O)C(O)=C(CCN)C2=O.O=C1C=CC(=O)C=C1.O=C1C=CC(=O)C=C1.O=C1C=CC(=O)C=C1.O=C1C=CC(=O)C=C1.O=C1C=CC(=O)C=C1.O=C1C=CC(=O)C=C1
HOMO energy: -9.02 eV
Total energy: -4663.2909 a.u.
Lowest unoccupied orbital energy: -0.065 hartree
Net charge: 0